Computed, not measured: a structure of composition C32H88AsF6N8O8 at a distorted geometry, with wB97M-V/def2-TZVPD.

Geometry as XYZ:
```
143
Properties=species:S:1:pos:R:3:forces:R:3:lowdin_charge:R:1
As 0.041375 -0.743526 0.429128 0.31 -1.48 -0.85 0.82
F 0.167059 0.041139 2.003277 -0.55 -0.21 -0.78 -0.26
F -0.742812 -2.153388 1.119384 0.20 0.78 0.19 -0.25
F -0.143833 -1.486087 -1.144411 0.29 0.28 0.46 -0.24
F 0.776302 0.653561 -0.355507 -0.05 -0.40 0.66 -0.25
F 1.587659 -1.514012 0.650663 -0.55 0.63 0.30 -0.24
F -1.534869 -0.056982 0.121193 0.08 0.25 0.69 -0.28
C -2.892880 3.618458 -3.386870 -0.13 -0.30 -0.20 -0.06
C -2.398826 3.136802 -2.025264 -0.53 0.27 -1.20 -0.43
C -1.345332 2.056210 -2.254900 0.77 0.22 1.00 -0.21
O -1.740743 0.963718 -3.061375 -0.37 0.67 -0.76 -0.19
C -2.844812 0.250264 -2.553050 -0.06 -0.66 0.77 -0.10
N -1.892311 4.280789 -1.263829 -2.33 -1.60 -5.95 0.07
H -3.532610 4.494139 -3.266009 -0.09 -0.07 -0.05 0.07
H -3.416966 2.833440 -3.932855 -0.22 0.02 -0.01 0.07
H -2.045598 3.901586 -4.015908 0.09 0.13 0.14 0.08
H -3.226860 2.644080 -1.497320 -0.16 0.07 -0.07 0.11
H -0.931243 1.641877 -1.324979 -0.44 0.09 -0.27 0.07
H -0.467439 2.556481 -2.677049 -0.06 -0.20 -0.65 0.12
H -3.059928 -0.611558 -3.181197 0.28 0.09 -0.31 0.08
H -3.777918 0.814689 -2.468931 0.13 0.32 -0.18 0.08
H -2.589934 -0.140131 -1.561478 -0.24 0.06 -0.24 0.07
H -2.711665 4.747982 -0.887995 0.15 0.16 -0.02 0.09
H -1.396868 3.948183 -0.435057 -1.72 0.28 -4.24 -0.16
C -3.446815 3.959566 2.227827 0.32 -0.31 0.46 -0.05
C -2.949834 2.901316 1.241810 -1.09 0.12 0.49 -0.40
C -1.449623 3.036394 0.961762 -0.92 -1.50 1.18 -0.18
O -1.108026 4.350838 0.594143 3.84 1.67 9.35 -0.20
C 0.250694 4.494233 0.230315 0.74 0.39 -0.40 -0.03
N -3.195689 1.535369 1.745386 0.33 0.85 0.17 0.06
H -3.601666 4.920679 1.741536 0.20 0.08 0.05 0.07
H -2.714076 4.059934 3.035699 0.01 0.27 -0.01 0.07
H -4.381363 3.672134 2.712875 -0.06 -0.18 -0.28 0.08
H -3.616742 2.994967 0.378315 0.64 0.02 -0.25 0.12
H -1.228209 2.347390 0.138876 0.31 0.18 0.43 0.09
H -0.944858 2.652485 1.856843 0.29 0.41 -0.06 0.13
H 0.349609 4.005341 -0.748118 0.40 -0.19 0.31 0.08
H 0.969565 4.116557 0.959163 -0.22 -0.16 0.08 0.09
H 0.441869 5.549215 0.028765 -0.16 -0.01 0.27 0.11
H -2.637454 1.469583 2.597066 -0.12 -0.41 0.03 0.08
H -2.743068 0.921071 1.073798 -0.14 -0.21 0.29 0.04
C 0.088671 0.040359 8.401933 -0.56 -0.06 0.37 -0.07
C 0.909773 -0.469522 7.233404 -0.05 -0.25 0.41 -0.43
C 0.129427 -0.598102 5.937640 0.83 -0.52 -1.17 -0.22
O -0.837938 -1.617402 5.967552 -0.54 0.16 1.20 -0.18
C -1.647019 -1.676975 4.817930 0.79 0.16 -0.83 -0.11
N 2.115823 0.317621 7.017540 0.16 -0.01 -0.49 0.05
H -0.809180 -0.567924 8.547831 -0.04 0.12 -0.10 0.08
H -0.201151 1.085692 8.262722 -0.12 -0.04 -0.20 0.06
H 0.628166 0.021537 9.352751 0.24 -0.15 -0.13 0.07
H 1.220486 -1.502306 7.431288 0.05 0.08 0.25 0.14
H 0.859903 -0.965958 5.200884 0.14 0.60 -0.15 0.12
H -0.272978 0.361803 5.584112 -0.17 -0.01 0.11 0.12
H -1.062311 -1.930174 3.920846 0.16 -0.15 0.13 0.08
H -2.062494 -0.694295 4.568537 -0.52 -0.11 0.32 0.08
H -2.376652 -2.467848 4.951533 -0.29 0.28 0.13 0.09
H 2.647871 0.422932 7.868406 -0.04 0.01 0.05 0.07
H 1.958244 1.231193 6.591201 -0.01 -0.37 0.15 0.04
C 4.811325 -0.272715 -0.973291 -0.45 0.62 0.30 -0.06
C 4.617335 -1.728056 -1.359549 -0.05 0.32 -2.07 -0.43
C 5.220805 -2.694554 -0.381919 -0.24 -0.07 -0.08 -0.23
O 4.996736 -4.016861 -0.846700 0.94 0.10 0.53 -0.17
C 5.797779 -4.922883 -0.104031 -0.82 0.08 -0.04 -0.12
N 3.186379 -2.056053 -1.672494 0.85 1.23 2.40 0.08
H 5.842895 0.088634 -1.001541 0.10 -0.27 0.27 0.08
H 4.343672 -0.060346 -0.007651 0.29 -0.10 0.23 0.06
H 4.265992 0.393839 -1.650641 0.02 -0.25 -0.25 0.06
H 5.132151 -1.845710 -2.325196 0.24 -0.23 0.18 0.13
H 4.801071 -2.539727 0.623900 -0.19 -0.14 0.01 0.14
H 6.297920 -2.501109 -0.287756 0.07 0.00 -0.11 0.12
H 5.730303 -5.884163 -0.608375 0.16 -0.05 0.02 0.08
H 5.398794 -5.028768 0.910786 0.01 -0.07 0.09 0.08
H 6.834276 -4.588389 -0.007825 0.12 -0.01 -0.24 0.08
H 2.785031 -1.128793 -1.847017 -0.09 -0.25 -0.83 0.03
H 2.859816 -2.071862 -0.692347 -0.56 -0.95 -0.57 0.04
C -6.097422 -0.535508 0.847059 -0.47 -1.06 -0.41 -0.06
C -5.436789 -1.798074 1.430022 0.45 0.87 0.42 -0.40
C -4.901028 -2.706587 0.324299 -0.23 0.77 0.08 -0.22
O -5.976425 -3.101634 -0.513972 0.40 -0.52 0.36 -0.19
C -5.671095 -4.297772 -1.206990 -0.30 0.16 0.32 -0.11
N -4.312158 -1.340371 2.308790 0.27 -0.12 -1.02 0.04
H -6.972676 -0.792200 0.242510 0.09 -0.03 -0.04 0.07
H -5.357993 -0.075374 0.190858 -0.07 0.35 0.09 0.07
H -6.447086 0.145732 1.620260 0.30 0.09 0.11 0.07
H -6.116120 -2.361427 2.072797 -0.24 -0.04 -0.24 0.13
H -4.354311 -3.548532 0.760268 -0.23 -0.23 0.02 0.13
H -4.170389 -2.142975 -0.273320 0.07 0.05 0.00 0.12
H -4.816682 -4.160489 -1.877947 -0.18 -0.03 -0.21 0.09
H -6.593056 -4.575044 -1.717845 0.26 -0.05 -0.33 0.08
H -5.419043 -5.105977 -0.509445 0.01 0.04 0.04 0.08
H -3.456877 -1.505960 1.769533 0.11 -0.33 0.38 0.05
H -4.324992 -0.322940 2.258973 -0.16 0.03 0.42 0.01
C -1.119225 -2.938413 -4.880278 -0.19 -1.08 -0.76 -0.07
C -0.034185 -3.821507 -4.262668 0.62 0.08 0.33 -0.41
C 0.767194 -4.545151 -5.363017 0.14 1.48 -0.23 -0.25
O 2.023295 -4.954964 -4.876969 -0.40 -0.76 -0.64 -0.18
C 2.684282 -5.735927 -5.857810 0.27 0.34 0.94 -0.12
N 0.874616 -3.012012 -3.431422 -0.57 -0.26 -0.80 0.05
H -1.740215 -3.536386 -5.563747 -0.10 0.10 0.00 0.07
H -0.628479 -2.183127 -5.494031 -0.07 0.25 0.12 0.06
H -1.786960 -2.475261 -4.159449 0.19 0.07 0.22 0.06
H -0.445232 -4.686631 -3.730685 -0.24 0.51 0.66 0.13
H 0.933927 -3.835545 -6.193980 0.04 0.01 -0.09 0.12
H 0.169822 -5.361225 -5.790672 0.11 -0.26 0.16 0.12
H 2.065549 -6.584857 -6.160179 0.04 -0.07 -0.19 0.08
H 3.593332 -6.087681 -5.369673 0.01 -0.18 -0.13 0.08
H 2.987051 -5.134679 -6.721213 -0.21 0.01 -0.18 0.08
H 0.933786 -2.088408 -3.879471 0.30 -0.44 0.15 0.02
H 0.431962 -2.731160 -2.566242 -0.09 -0.47 0.18 0.03
C 3.364386 2.265568 1.893323 0.29 -0.01 -0.02 -0.06
C 3.011284 1.949914 3.341185 -0.72 0.55 0.11 -0.42
C 1.893000 2.873435 3.830107 -0.64 -0.26 0.88 -0.17
O 1.561657 2.523918 5.186932 0.15 0.05 -0.08 -0.25
C 0.391620 3.159968 5.651646 0.23 0.08 -0.65 -0.11
N 2.601237 0.553776 3.403819 -0.70 -0.22 0.00 0.07
H 4.088359 1.514702 1.585495 -0.11 -0.09 -0.26 0.06
H 3.825058 3.235787 1.692640 -0.07 0.14 0.42 0.08
H 2.473672 2.204237 1.263669 0.02 -0.26 -0.06 0.06
H 3.860608 2.110639 4.008855 0.16 -0.10 -0.07 0.14
H 0.970722 2.691497 3.263795 0.14 0.09 -0.44 0.11
H 2.110437 3.947537 3.839529 0.28 0.03 -0.36 0.13
H -0.474035 2.903289 5.028536 -0.05 -0.16 0.03 0.08
H 0.506501 4.247249 5.579985 -0.04 0.07 0.33 0.09
H 0.218400 2.823174 6.670172 -0.03 0.17 0.08 0.07
H 2.142019 0.352557 4.289353 0.66 0.15 0.36 0.03
H 1.796342 0.415576 2.782896 0.73 0.09 -0.23 0.04
C 1.450256 0.244165 -5.965095 0.75 -0.06 -0.50 -0.07
C 1.980552 0.437441 -4.545674 -0.90 1.25 -0.88 -0.40
C 2.189739 1.950087 -4.289524 -0.98 -0.57 0.31 -0.21
O 2.596384 2.069724 -2.947998 0.86 -0.15 0.45 -0.21
C 2.704803 3.379560 -2.440207 -0.88 -0.13 -0.37 -0.09
N 0.939854 -0.097518 -3.655502 1.54 1.01 0.83 0.06
H 0.412475 0.571653 -6.039726 -0.12 -0.30 0.21 0.08
H 1.571895 -0.805821 -6.233397 -0.43 -0.04 -0.05 0.07
H 1.965009 0.812106 -6.749325 0.31 0.05 0.27 0.07
H 2.935463 -0.056178 -4.359570 -0.11 -0.32 -0.08 0.14
H 1.178614 2.372445 -4.401925 0.07 0.38 -0.08 0.12
H 2.852525 2.460282 -4.996085 0.30 -0.13 0.06 0.12
H 1.688395 3.791988 -2.390889 0.15 0.42 -0.21 0.07
H 3.349506 3.993502 -3.074011 0.00 0.15 0.04 0.09
H 3.069448 3.374509 -1.415164 0.26 -0.37 -0.05 0.08
H 1.316600 0.212304 -2.752257 -0.55 -0.71 0.30 0.05
H 0.086710 0.457033 -3.710148 -0.08 -0.20 -0.44 0.06
```
Forces are in eV/Å.

Results
LUMO   2.32 eV
HOMO   -5.344 eV
Net charge   -1
Strongest force on any atom   0.1992 Eh/bohr